Below is CH3IO2 as an isolated structure, with properties calculated with ωB97M-V/def2-TZVPD.

The calculation puts the orbital gap at 10.049 eV. For the energy above the lowest of the compared OMol25 structures with the same formula, charge and spin, the calculation gives 104.87 kJ/mol. As for the multiplicity: 1. Its charge is 0. The HOMO energy comes out at -9.55 eV.

The geometry in XYZ format:
```
7
Properties=species:S:1:pos:R:3:forces:R:3:lowdin_charge:R:1
C 0.463898 -0.269875 -0.246031 -0.4 -0.1 2.7 -0.9076
O -0.012564 0.816696 0.491250 -4.5 -0.2 2.6 -0.2436
O 0.082423 -1.503973 0.274662 0.1 0.7 -0.7 -0.0684
I 2.550232 0.127950 -0.018394 0.6 -0.3 -0.6 0.8602
H 0.053868 -0.167031 -1.183825 -0.1 -0.3 -2.6 0.0701
H -1.031128 0.629285 0.907919 4.1 0.5 -2.0 0.2119
H 0.344516 -1.474960 1.194274 0.2 -0.3 0.5 0.0773
```
Forces are in eV/Å.